1.
Molecular formula: C6H25NO6
Method: DFT, ωB97M-V/def2-TZVPD

Geometry as XYZ:
```
38
C6H25NO6 (ωB97M-V/def2-TZVPD)
O -0.585 2.204 2.537
O -4.071 -0.781 -2.178
O 2.038 1.352 2.610
O -3.187 2.107 -1.726
O 3.239 -0.645 1.015
O 2.129 -2.842 1.980
N -1.007 -0.289 0.523
C 2.698 1.319 -1.676
C -0.803 -1.549 -1.658
C -1.456 -1.505 1.247
C -0.104 -0.680 -0.592
C 0.336 0.678 -1.254
C 1.693 1.174 -0.836
H -0.594 -1.843 1.845
H 0.818 -1.052 -0.135
H 2.670 -2.129 1.561
H 2.660 0.029 1.393
H -0.474 1.393 -1.157
H -1.829 0.202 0.187
H 1.148 1.011 2.457
H 1.763 1.407 0.226
H -1.783 -2.314 0.588
H -1.093 1.948 1.765
H 2.277 -3.643 1.466
H -2.166 -1.285 2.049
H -0.764 1.534 3.209
H 1.994 2.235 2.975
H -0.050 -1.557 -2.448
H -1.791 -1.149 -1.839
H -2.680 2.741 -2.256
H -3.210 -1.161 -1.925
H -4.020 0.145 -1.886
H 4.130 -0.312 1.117
H -0.802 -2.614 -1.424
H 3.684 1.702 -1.461
H 0.372 0.473 -2.333
H -3.874 2.564 -1.233
H 2.693 1.131 -2.734
```

## Properties
F_max: 2.63 eV Å⁻¹
DFT total energy: -20401.2858 eV
Frontier orbital gap: 9.3 eV
Relative energy (zero: lowest compared OMol25 entry of this formula, charge and spin): 2.472 eV
Net charge: 0

These are the Mulliken partial charges, in e, on atoms 1 to 4:
1 O -0.678
2 O -0.662
3 O -0.694
4 O -0.614

***

2.
Molecular formula: C6H25NO7
Method: DFT, ωB97M-V/def2-TZVPD

Geometry as XYZ:
```
39
C6H25NO7 (ωB97M-V/def2-TZVPD)
O -1.014 -2.711 -1.589
O 0.382 3.536 -0.474
O -0.834 -3.425 1.007
O 1.128 2.190 2.202
O 1.648 -2.633 -1.074
O -0.766 0.422 3.021
O 0.566 -1.969 2.638
N 2.103 0.276 -0.311
C -1.408 0.874 -1.701
C -2.066 1.703 0.553
C 0.687 0.145 -2.962
C -1.878 1.910 -0.738
C 0.066 0.481 -1.623
C 0.669 0.432 -0.438
H -2.003 -0.105 -1.542
H 1.944 2.126 1.694
H -1.862 0.747 1.018
H 0.294 0.525 0.579
H 2.332 -0.634 0.089
H 0.191 0.751 -3.738
H -0.644 -2.282 -0.783
H 0.039 3.968 -1.258
H 0.783 -3.045 -1.280
H 2.610 0.338 -1.192
H 0.106 -1.223 3.093
H -1.340 -3.434 -1.018
H -0.027 -3.260 1.541
H -2.081 2.881 -1.160
H 0.284 -0.843 -3.341
H 0.812 -1.429 1.872
H -0.110 1.072 2.688
H 0.589 2.867 1.767
H -0.917 0.687 3.939
H -2.341 2.454 1.275
H 1.028 2.885 -0.769
H -1.361 -2.883 1.622
H 1.684 -2.034 -1.829
H -1.717 1.001 -2.757
H 1.770 0.171 -2.956
```

## Properties
F_max: 3.13 eV Å⁻¹
DFT total energy: -22448.7283 eV
Frontier orbital gap: 8.9 eV
Relative energy (zero: lowest compared OMol25 entry of this formula, charge and spin): 3.276 eV
Net charge: 0

These are the Mulliken partial charges, in e, on atoms 1 to 4:
1 O -0.671
2 O -0.618
3 O -0.702
4 O -0.744

***

3.
Molecular formula: C6H25NO7
Method: DFT, ωB97M-V/def2-TZVPD

Geometry as XYZ:
```
39
C6H25NO7 (ωB97M-V/def2-TZVPD)
O -2.981 -2.034 1.640
O -1.373 2.815 -0.098
O -2.278 -3.090 -1.826
O 2.966 0.547 1.702
O 2.248 3.175 1.674
O 1.475 0.262 4.276
O 0.059 -1.566 2.842
N -0.070 -0.373 0.230
C -1.594 0.236 -1.545
C 0.781 -0.134 -2.087
C 0.446 0.320 -3.506
C -0.193 -0.062 -1.146
C 2.262 -0.386 -1.780
C -2.785 0.046 -1.023
H -1.577 0.814 -2.526
H -2.050 2.987 0.484
H -3.002 -0.380 -0.024
H -0.682 -1.102 0.758
H 2.521 -0.772 -0.735
H 1.985 0.922 4.129
H -3.685 0.430 -1.436
H 2.841 1.340 2.180
H 2.627 -1.186 -2.379
H -0.872 -1.689 3.246
H -3.666 -1.338 1.486
H 0.077 1.257 -3.785
H -1.595 -2.377 -1.850
H -1.028 1.906 -0.084
H 2.053 3.313 0.607
H -0.201 -0.469 -3.966
H 1.303 2.955 1.909
H 1.493 0.430 -4.124
H 3.895 0.871 1.516
H 0.569 -2.001 3.535
H 0.925 -0.134 0.666
H 2.857 0.555 -1.826
H -2.058 -3.789 -1.356
H -2.712 -2.250 0.739
H 1.018 -0.050 3.485
```

## Properties
F_max: 8.94 eV Å⁻¹
DFT total energy: -22446.3383 eV
Frontier orbital gap: 8.4 eV
Relative energy (zero: lowest compared OMol25 entry of this formula, charge and spin): 5.666 eV
Net charge: 0

These are the Mulliken partial charges, in e, on atoms 1 to 4:
1 O -0.644
2 O -0.654
3 O -0.635
4 O -0.519

***

4.
Molecular formula: C6H26B2Cl3Co2N6O24
Method: DFT, ωB97M-V/def2-TZVPD

Geometry as XYZ:
```
69
C6H26B2Cl3Co2N6O24 (ωB97M-V/def2-TZVPD)
Co 0.777 -2.111 -1.094
Co 1.911 0.923 1.723
Cl 2.965 -0.474 -3.218
Cl 2.664 -3.654 1.740
Cl 2.983 3.797 -0.480
O -0.580 2.201 -4.773
O -3.039 0.786 1.805
O 1.851 0.457 -3.054
O -0.947 -3.321 1.998
O 4.160 4.233 0.160
O 2.494 -5.093 1.730
O -0.929 -3.027 -0.156
O -1.286 3.079 0.633
O 4.101 0.310 -3.198
O 2.005 4.886 -0.543
O 1.891 -3.072 2.807
O 2.888 -1.106 -4.466
O -2.325 -1.334 -3.308
O -0.222 2.138 2.287
O -2.203 1.324 -3.635
O 0.805 -0.315 3.266
O 0.741 -0.893 5.351
O 2.393 2.705 0.198
O 2.154 -3.211 0.448
O 2.813 -1.462 -2.189
O -2.362 -0.489 0.188
O 4.056 -3.331 1.804
O -0.241 -1.935 -2.974
O 3.295 3.377 -1.826
N 0.237 -0.786 4.278
N -3.059 0.445 0.632
N -1.184 -1.568 -3.716
N -1.005 2.973 1.821
N -1.540 -3.207 0.925
N -1.153 1.997 -3.713
C -1.718 3.860 2.817
C -1.200 -1.271 4.180
C -4.005 1.191 -0.236
C -1.003 -1.398 -5.198
C -0.668 2.586 -2.443
C -3.024 -3.594 0.873
B 3.965 -0.002 1.600
B 0.793 -0.281 0.173
H -0.197 -2.090 -5.440
H 0.530 0.622 0.703
H -2.411 4.506 2.279
H 3.561 0.711 0.898
H -1.943 -1.609 -5.709
H 0.379 -1.117 0.715
H -1.636 -1.129 3.190
H 3.172 -0.331 2.254
H -4.490 0.385 -0.787
H 0.464 -0.266 -0.854
H -2.311 3.158 3.403
H -0.616 1.818 -1.671
H 0.387 2.835 -2.556
H -3.526 -3.139 0.019
H -1.235 3.490 -2.221
H -0.950 4.367 3.402
H -1.242 -2.336 4.405
H -0.693 -0.384 -5.450
H -4.669 1.846 0.327
H 4.223 -0.872 1.017
H -1.655 -0.618 4.924
H 1.866 -0.385 0.133
H 4.761 0.360 2.233
H -3.117 -4.661 0.669
H -3.467 1.822 -0.943
H -3.437 -3.313 1.842
```

## Properties
F_max: 5.11 eV Å⁻¹
DFT total energy: -178853.9570 eV
Frontier orbital gap (spin up / spin down): 3.7 / 7.1 eV
<S²>: 15.77
Net charge: -2
2S+1: 8

These are the Mulliken partial charges, in e, on atoms 1 to 4:
1 Co 0.356
2 Co 0.328
3 Cl 1.775
4 Cl 1.729

***

5.
Molecular formula: C6H26NO6S
Method: DFT, ωB97M-V/def2-TZVPD

Geometry as XYZ:
```
40
C6H26NO6S (ωB97M-V/def2-TZVPD)
S -2.339 1.147 1.750
O -2.904 2.907 -1.357
O -0.211 2.816 -0.753
O 2.354 0.102 2.313
O 0.074 1.121 3.461
O 1.453 2.703 1.395
O -0.390 -3.904 -1.393
N 0.451 -1.165 -1.176
C -0.041 -0.893 -2.605
C -2.002 -0.593 -0.313
C 1.804 -0.631 -1.040
C 2.816 -1.721 -0.643
C -0.478 -0.451 -0.293
C -2.554 -0.616 1.209
H 2.259 -0.123 -1.928
H -2.091 -1.363 1.831
H -2.355 -1.499 -0.623
H -1.129 -3.566 -0.839
H -0.004 0.180 -2.940
H 1.875 -0.772 2.111
H -0.429 0.776 -0.392
H 0.234 3.638 -0.723
H -0.328 1.601 4.180
H 1.966 2.010 1.126
H -3.586 -0.747 1.179
H -0.064 -0.542 0.719
H 2.351 -2.686 -0.359
H -2.083 2.361 -1.370
H -0.914 -1.565 -2.906
H 1.916 0.205 -0.312
H 1.121 2.464 2.269
H 3.603 -1.596 0.095
H -0.663 0.886 2.862
H -3.332 2.752 -0.466
H 0.844 -1.329 -3.282
H 0.147 -3.191 -1.472
H -2.423 0.300 -0.789
H 3.436 -1.829 -1.622
H -0.098 2.355 0.085
H 1.717 0.455 3.010
```

## Properties
F_max: 5.21 eV Å⁻¹
DFT total energy: -31253.6988 eV
Frontier orbital gap: 6.8 eV
Relative energy (zero: lowest compared OMol25 entry of this formula, charge and spin): 2.059 eV
Net charge: -1

These are the Mulliken partial charges, in e, on atoms 1 to 4:
1 S -0.627
2 O -0.681
3 O -0.637
4 O -0.673

***

6.
Molecular formula: C6H26NO7
Method: DFT, ωB97M-V/def2-TZVPD

Geometry as XYZ:
```
40
C6H26NO7 (ωB97M-V/def2-TZVPD)
O 1.631 -2.170 1.422
O -2.710 -2.333 0.284
O -2.884 2.921 -0.365
O -0.159 -2.125 -0.338
O 2.965 -0.627 -0.176
O 1.737 -3.843 -1.022
O 2.644 1.992 -0.582
N -0.460 1.454 -1.249
C -0.199 0.356 0.930
C -0.742 0.197 -0.498
C -0.969 1.416 1.731
C -0.430 1.473 3.171
C -0.105 -1.074 -1.182
C -0.782 1.348 -2.683
H -1.777 0.974 -2.786
H 2.563 -1.164 0.574
H -1.742 -2.301 0.021
H -0.969 2.236 3.741
H 1.956 -3.019 1.207
H 0.970 -0.842 -1.481
H 0.910 0.609 0.906
H 0.653 1.725 3.199
H 2.767 1.075 -0.235
H 0.781 -2.107 0.751
H -0.575 0.469 3.653
H -0.221 -0.595 1.466
H -0.638 -1.334 -2.064
H -2.049 1.124 1.745
H 0.496 1.729 -1.142
H -0.150 0.752 -3.264
H -3.259 2.070 -0.010
H -1.836 0.033 -0.470
H 3.312 2.058 -1.265
H -2.670 -2.556 1.232
H 2.232 -0.817 -0.797
H -0.734 2.346 -3.164
H -0.866 2.401 1.285
H 0.888 -3.288 -0.807
H -1.963 2.649 -0.612
H 2.384 -3.211 -1.123
```

## Properties
F_max: 4.36 eV Å⁻¹
DFT total energy: -22463.5604 eV
Frontier orbital gap (spin up / spin down): 11.4 / 5.9 eV
<S²>: 0.76
Relative energy (zero: lowest compared OMol25 entry of this formula, charge and spin): 0.736 eV
Net charge: 0
2S+1: 2

These are the Mulliken partial charges, in e, on atoms 1 to 4:
1 O -0.786
2 O -0.705
3 O -0.670
4 O -0.699

***

7.
Molecular formula: C6H26O7
Method: DFT, ωB97M-V/def2-TZVPD

Geometry as XYZ:
```
39
C6H26O7 (ωB97M-V/def2-TZVPD)
O -2.575 -0.392 2.128
O 2.855 0.673 3.101
O -6.046 2.531 -0.485
O -6.623 -3.271 3.128
O -3.596 0.250 -3.315
O 3.499 1.832 -2.812
O -3.283 -4.138 -4.250
C 3.334 -1.406 4.292
C 2.039 -0.087 -3.404
C 2.563 1.308 -3.771
C 2.997 0.091 4.366
C 3.976 1.043 5.016
C 1.515 2.390 -3.975
H -6.970 2.293 -0.552
H -2.101 -0.600 1.323
H -3.695 1.073 -3.793
H 1.152 -0.384 -3.963
H -5.851 -2.791 2.826
H 1.987 0.117 4.774
H 2.660 1.613 3.126
H 4.875 1.273 4.443
H -2.329 0.513 2.324
H 4.125 0.584 5.993
H 0.895 1.876 -4.710
H 0.841 2.635 -3.155
H 3.176 1.608 -1.936
H 3.136 1.291 -4.698
H -3.514 -4.890 -3.704
H 2.685 -1.899 3.568
H 2.820 -0.840 -3.509
H -6.758 -3.949 2.466
H -4.109 -0.383 -3.817
H 3.429 -1.880 5.269
H 1.753 -0.112 -2.352
H 1.882 3.265 -4.513
H -5.575 1.755 -0.787
H 4.313 -1.458 3.815
H 3.429 1.971 5.182
H -2.913 -3.502 -3.638
```

## Properties
F_max: 3.08 eV Å⁻¹
DFT total energy: -20974.8349 eV
Frontier orbital gap: 10.1 eV
Relative energy (zero: lowest compared OMol25 entry of this formula, charge and spin): 2.482 eV
Net charge: 0

These are the Mulliken partial charges, in e, on atoms 1 to 4:
1 O -0.631
2 O -0.564
3 O -0.637
4 O -0.639

***

8.
Molecular formula: C6H26O9
Method: DFT, ωB97M-V/def2-TZVPD

Geometry as XYZ:
```
41
C6H26O9 (ωB97M-V/def2-TZVPD)
O -2.442 -3.386 0.108
O -1.638 -1.512 2.681
O 1.289 -0.532 -4.156
O 1.469 3.098 0.062
O 0.526 1.936 -3.319
O 0.470 2.281 2.509
O -2.159 2.537 1.828
O -2.865 0.090 0.814
O 0.557 -0.218 3.477
C 1.895 0.905 -0.782
C 1.428 -2.031 0.077
C 0.444 -1.198 -0.699
C 0.500 0.308 -0.501
C -0.464 -1.760 -1.493
C 1.821 2.413 -0.875
H -0.488 2.443 2.387
H 2.238 -0.690 -4.262
H 2.316 0.482 -1.688
H 1.460 -3.042 -0.313
H -2.467 3.170 1.179
H 0.816 1.056 -3.610
H -1.769 -3.223 0.784
H -2.123 -1.679 3.514
H -0.581 -2.836 -1.602
H 0.210 0.521 0.537
H 0.948 -1.139 -3.482
H 0.503 0.704 3.102
H 2.122 2.912 -1.803
H -0.031 2.275 -4.016
H 1.088 -2.118 1.112
H -3.038 -2.643 0.222
H -2.449 1.652 1.506
H 0.886 2.511 1.654
H 2.427 -1.606 0.088
H 2.560 0.687 0.055
H 1.483 -0.451 3.631
H -1.183 -1.163 -2.065
H -0.817 -1.028 2.920
H -0.230 0.742 -1.166
H -2.295 -0.043 0.043
H -2.421 -0.427 1.542
```

## Properties
F_max: 0.85 eV Å⁻¹
DFT total energy: -25072.1353 eV
Frontier orbital gap: 10.0 eV
Relative energy (zero: lowest compared OMol25 entry of this formula, charge and spin): 1.726 eV
Net charge: 0

These are the Mulliken partial charges, in e, on atoms 1 to 4:
1 O -0.648
2 O -0.638
3 O -0.734
4 O -0.601

***

9.
Molecular formula: C6H27N10O11
Method: DFT, ωB97M-V/def2-TZVPD

Geometry as XYZ:
```
54
C6H27N10O11 (ωB97M-V/def2-TZVPD)
O 1.888 -13.538 -25.951
O 2.996 -12.304 -28.208
O 2.077 -6.906 -23.828
O 1.726 -11.350 -25.515
O 0.524 -12.747 -24.431
O 0.382 -16.092 -24.919
O 4.512 -11.389 -24.619
O -0.604 -11.644 -22.326
O -4.473 -14.627 -24.551
O -0.701 -15.761 -28.260
O -2.754 -9.653 -27.244
N 0.131 -15.840 -22.632
N -2.398 -13.982 -24.326
N -1.908 -11.243 -26.007
N -2.864 -15.657 -25.499
N 2.762 -8.611 -25.037
N 0.975 -14.366 -28.740
N -1.027 -17.285 -23.674
N 1.135 -8.839 -23.626
N -0.634 -9.581 -26.497
N 0.124 -15.653 -30.248
C 1.985 -8.033 -24.153
C 0.155 -15.309 -29.012
C -3.348 -14.740 -24.809
C 1.375 -12.546 -25.269
C -1.833 -10.108 -26.625
C -0.165 -16.319 -23.844
H -0.311 -8.944 -27.211
H 2.779 -13.063 -27.667
H 1.523 -13.901 -29.450
H 4.527 -11.760 -23.737
H -0.768 -12.343 -21.693
H -0.647 -15.928 -21.993
H -0.012 -10.238 -26.049
H 0.673 -9.598 -24.108
H -1.526 -17.482 -22.818
H -0.287 -12.098 -23.107
H -2.811 -11.695 -26.004
H 0.582 -8.487 -22.858
H -1.107 -11.561 -25.481
H -1.471 -14.194 -24.667
H 0.979 -14.047 -27.782
H -2.603 -13.216 -23.700
H 1.336 -14.036 -25.344
H 2.648 -9.574 -25.319
H -1.104 -17.922 -24.455
H -0.487 -16.446 -30.381
H -1.858 -15.742 -25.484
H 3.582 -11.331 -24.839
H 3.538 -8.067 -25.385
H 2.666 -11.554 -27.712
H 0.758 -15.284 -30.942
H -3.539 -16.213 -26.003
H 0.699 -15.007 -22.589
```

## Properties
F_max: 7.49 eV Å⁻¹
DFT total energy: -44083.1927 eV
Frontier orbital gap (spin up / spin down): 9.0 / 2.8 eV
<S²>: 0.76
Net charge: 0
2S+1: 2

These are the Mulliken partial charges, in e, on atoms 1 to 4:
1 O -0.595
2 O -0.697
3 O -0.418
4 O -0.307

***

10.
Molecular formula: C6H27N2O5
Method: DFT, ωB97M-V/def2-TZVPD

Geometry as XYZ:
```
40
C6H27N2O5 (ωB97M-V/def2-TZVPD)
O 1.010 1.911 2.684
O 2.535 1.698 0.138
O 3.736 -1.191 -0.663
O 0.038 2.933 -0.645
O -2.743 2.092 1.965
N -1.128 -1.787 -1.176
N -0.471 0.882 0.641
C -1.564 -1.368 0.171
C -0.707 -1.049 -3.434
C -0.571 -0.695 -1.971
C -0.130 -2.884 -0.980
C -0.473 -0.635 0.998
C -0.632 -0.701 2.511
H 0.512 -0.526 -1.860
H 4.378 -1.004 -1.358
H 0.806 3.014 -1.215
H -0.298 0.129 3.145
H 4.185 -1.650 0.090
H -3.678 1.829 1.839
H -1.717 -0.695 2.763
H -2.051 -2.267 0.620
H -1.155 -1.993 -3.799
H -0.096 -1.555 2.877
H 0.696 2.804 2.505
H 0.530 -1.050 0.791
H -0.152 0.958 -0.310
H -0.289 -3.459 -0.066
H -1.322 -0.313 -3.935
H -0.374 -3.675 -1.688
H -2.450 -0.671 -0.102
H 2.972 0.834 0.077
H -2.675 2.973 2.345
H -1.450 1.233 0.736
H 1.963 1.917 2.560
H 0.168 1.294 1.364
H 0.230 -0.915 -4.039
H 0.885 -2.508 -1.064
H -0.646 3.551 -0.925
H -1.121 0.199 -1.729
H 3.250 2.340 0.141
```

## Properties
F_max: 3.12 eV Å⁻¹
DFT total energy: -19871.3140 eV
Frontier orbital gap: 8.9 eV
Relative energy (zero: lowest compared OMol25 entry of this formula, charge and spin): 2.237 eV
Net charge: +1

These are the Mulliken partial charges, in e, on atoms 1 to 4:
1 O -0.672
2 O -0.554
3 O -0.619
4 O -0.585

***

11.
Molecular formula: C6H27NO6
Method: DFT, ωB97M-V/def2-TZVPD

Geometry as XYZ:
```
40
C6H27NO6 (ωB97M-V/def2-TZVPD)
O 1.107 3.380 0.796
O 0.456 2.157 3.239
O 2.348 -0.273 2.553
O 0.306 -2.699 1.407
O -0.255 0.104 1.565
O 4.020 1.434 1.154
N -2.318 0.769 -0.830
C 1.537 -2.142 -2.690
C -0.821 -1.921 -1.927
C -3.550 0.986 -0.160
C -2.271 -1.382 -2.102
C 0.220 -1.368 -2.921
C -2.252 0.169 -2.135
H -3.203 0.443 -2.630
H -1.452 0.609 -2.719
H 1.444 -0.168 2.215
H 2.004 -1.795 -1.776
H -0.711 0.416 0.779
H -4.254 0.159 -0.186
H -2.803 -1.861 -2.916
H 2.183 -1.929 -3.546
H -0.819 -3.006 -1.962
H -3.400 1.176 0.902
H -0.814 -0.581 1.959
H -0.341 1.644 3.060
H -0.588 -1.568 -0.915
H 3.436 0.672 1.045
H 3.556 2.009 1.767
H 1.407 -3.217 -2.791
H 0.377 2.742 2.464
H -1.648 1.538 -0.865
H -2.861 -1.610 -1.219
H 2.232 0.181 3.399
H -0.144 -1.669 -3.898
H -4.140 1.770 -0.654
H 1.840 3.983 0.599
H 1.224 -2.426 1.539
H 0.231 -2.891 0.468
H 1.566 2.541 0.947
H 0.390 -0.310 -2.761
```

## Properties
F_max: 2.49 eV Å⁻¹
DFT total energy: -20425.9351 eV
Frontier orbital gap (spin up / spin down): 9.7 / 4.7 eV
<S²>: 0.75
Relative energy (zero: lowest compared OMol25 entry of this formula, charge and spin): 0.296 eV
Net charge: +1
2S+1: 2

These are the Mulliken partial charges, in e, on atoms 1 to 4:
1 O -0.703
2 O -0.622
3 O -0.626
4 O -0.621